A cluster of 2 separate species, C18H34N3O7PS in total at a distorted geometry. Source: OMol25; level of theory: the ωB97M-V functional and the def2-TZVPD basis.

The SMILES is CCCN[C@@]1(N=C=O)C[C@@H](CCP(=O)(OCC)OCC)NC1=O.O=S1(=O)CCCC1. The value obtained for the frontier orbital gap is 10.0 eV. As for the max |F|: 1.03 eV/Å. For the LUMO energy, the calculation gives 0.418 eV.

Each line ends with the natural charge from an NBO analysis.
CARTESIAN COORDINATES (ANGSTROEM)
S  -6.336  2.762  -4.719  2.169
P  1.798  -2.322  3.534  2.407
O  1.565  -1.163  4.399  -1.094
O  -7.075  2.712  -5.954  -0.945
O  0.868  -3.576  3.827  -0.829
O  -6.488  3.880  -3.823  -0.945
O  0.241  0.247  -4.020  -0.498
O  3.292  -2.848  3.688  -0.816
O  -1.972  1.676  -1.388  -0.565
N  -1.035  -0.167  -0.353  -0.633
N  0.601  3.005  -0.944  -0.599
N  1.213  0.889  -1.950  -0.614
C  3.788  -3.840  2.762  -0.071
C  0.434  1.600  -0.839  0.204
C  0.908  -4.112  5.172  -0.069
C  0.257  -0.447  0.280  -0.044
C  0.187  -1.247  1.584  -0.399
C  -6.590  1.238  -3.791  -0.675
C  -5.247  0.499  -3.811  -0.401
C  0.703  0.591  -3.008  0.864
C  2.285  4.791  -1.157  -0.407
C  -4.592  2.506  -5.035  -0.672
C  1.504  -2.005  1.803  -0.833
C  1.059  -5.618  5.113  -0.634
C  1.895  3.502  -0.459  -0.210
C  -4.142  1.558  -3.928  -0.410
C  -1.025  1.098  -0.925  0.671
C  0.796  0.977  0.505  -0.413
C  4.903  -4.617  3.427  -0.629
C  3.680  5.250  -0.701  -0.607
H  1.823  1.073  0.838  0.233
H  0.574  -6.072  5.975  0.220
H  1.554  -2.897  1.179  0.246
H  1.556  5.564  -0.924  0.210
H  5.479  -3.981  4.093  0.229
H  2.329  -1.356  1.492  0.243
H  2.106  -5.914  5.116  0.207
H  -5.208  -0.169  -4.674  0.206
H  4.528  -5.482  3.967  0.210
H  -0.652  -1.942  1.591  0.216
H  4.148  -3.334  1.867  0.180
H  3.923  4.793  0.260  0.203
H  -3.175  1.112  -4.155  0.231
H  -4.089  3.470  -5.026  0.255
H  2.698  2.770  -0.616  0.173
H  0.577  -6.004  4.217  0.222
H  -6.886  1.524  -2.783  0.246
H  1.727  -3.657  5.726  0.194
H  0.063  -0.562  2.423  0.235
H  1.827  3.661  0.619  0.190
H  3.721  6.325  -0.545  0.215
H  -7.392  0.680  -4.268  0.249
H  0.937  -0.971  -0.389  0.200
H  0.523  3.277  -1.916  0.370
H  2.975  -4.515  2.494  0.182
H  -4.043  2.099  -2.987  0.233
H  -1.861  -0.391  0.181  0.406
H  4.453  4.951  -1.404  0.210
H  -4.506  2.047  -6.020  0.236
H  0.064  1.410  1.189  0.223
H  5.586  -4.989  2.662  0.217
H  2.302  4.591  -2.229  0.196
H  -0.010  -3.820  5.675  0.191
H  -5.124  -0.111  -2.917  0.224